(1)
An isolated ion of composition C2H3BrNO2 and charge -1 at a distorted geometry. Source: the Open Molecules 2025 dataset; level of theory: ωB97M-V with the def2-TZVPD basis set.

```
9
Properties=species:S:1:pos:R:3:mulliken_charge:R:1
O -1.094 1.480 1.528 -0.7320
C -0.849 0.331 1.111 0.4562
O -0.963 -0.801 1.631 -0.7011
C -0.160 0.303 -0.286 -0.2801
N 1.110 -0.453 -0.324 -0.4492
Br 0.984 -2.119 -1.156 -0.1477
H -0.870 -0.118 -1.006 0.2136
H 0.072 1.331 -0.591 0.3101
H 1.770 0.046 -0.907 0.3302
```

The value obtained for the lowest unoccupied orbital energy is 3.25 eV. The HOMO energy comes out at -0.14549 Eh. Its SMILES is O=C([O-])CNBr. The multiplicity is 1. As for the net charge: -1.

---

(2)
A 2-piece molecular cluster, C2H3BrO overall at a distorted geometry. Source: the Open Molecules 2025 dataset; level of theory: ωB97M-V with the def2-TZVPD basis set.

```
7
Properties=species:S:1:pos:R:3:mulliken_charge:R:1
C 0.027 -0.257 -0.547 -0.3860
C 1.065 -0.175 0.479 0.1232
O 0.505 -1.448 0.083 -0.3148
Br 2.860 0.081 -0.016 -0.1111
H -1.076 0.119 -0.382 0.1628
H 0.118 -0.193 -1.588 0.2554
H 0.493 0.118 1.840 0.2706
```

The value obtained for the lowest unoccupied orbital energy is 0.44 eV. The HOMO energy comes out at -0.37705 Eh. The multiplicity is 1.

---

(3)
The molecule C2H3BrO at a distorted geometry. Source: the Open Molecules 2025 dataset; level of theory: ωB97M-V with the def2-TZVPD basis set.

```
7
Properties=species:S:1:pos:R:3:mulliken_charge:R:1
O 1.657 1.062 0.095 -0.4420
C 0.482 1.256 -0.108 0.1071
C -0.420 0.137 -0.491 -0.3751
Br -2.215 0.180 0.034 -0.0943
H -0.093 2.277 -0.103 0.2486
H -0.575 0.272 -1.520 0.2558
H 0.184 -0.929 -0.253 0.2998
```

The value obtained for the lowest unoccupied orbital energy is 0.48 eV. The HOMO energy comes out at -0.37790 Eh. Its SMILES is O=CCBr. The multiplicity is 1.

---

(4)
The molecule C2H3BrO at a distorted geometry. Source: the Open Molecules 2025 dataset; level of theory: ωB97M-V with the def2-TZVPD basis set.

```
7
Properties=species:S:1:pos:R:3:mulliken_charge:R:1
C -0.121 -0.195 -0.475 -0.4098
C 0.951 -0.265 0.504 -0.1135
O 0.321 -1.417 -0.004 -0.3395
Br 2.789 0.048 -0.050 -0.0809
H -0.991 0.150 -0.014 0.2784
H 0.300 0.062 -1.338 0.3518
H 0.791 -0.200 1.629 0.3135
```

The value obtained for the lowest unoccupied orbital energy (alpha / beta) is 0.99 / -4.03 eV. The HOMO energy (alpha / beta) comes out at -0.17660 / -0.40004 Eh. Its expectation value of S² is 2.01. The multiplicity is 3.

---

Q: Look up the multiplicity of the third one.
A: 1

---

Q: Which of these has the highest multiplicity?
A: number 4